The following is a quantum chemistry calculation of a 8-piece molecular cluster, C26H64F6O28P6 overall at a distorted geometry, from the Open Molecules 2025 dataset.

Computed properties:
- SMILES: CCOC(=O)C(F)(F)F.CCOC(=O)C(F)(F)F.COP(=O)(OC)OC.COP(=O)(OC)OC.COP(=O)(OC)OC.COP(=O)(OC)OC.COP(=O)(OC)OC.COP(=O)(OC)OC
- E_LUMO: 0.0023 Ha
- Gap between HOMO and LUMO: 0.387 hartree
- Maximum force: 0.098 Eh/bohr
- Total charge: 0
- Energy relative to the best compared isomer or geometry (same formula, charge and spin): 124.3 kcal per mole

Last columns: bonded neighbours and bond lengths (Å).
Geometry (Å):
1 C 6.4921 -1.9369 -2.5159  C2 1.527, H10 1.090, H11 1.090, H12 1.090
2 C 6.7695 -3.4350 -2.6169  C1 1.527, O3 1.404, H13 1.090, H14 1.090
3 O 6.2663 -4.1571 -1.5224  C2 1.404, C4 1.453
4 C 4.9116 -4.6813 -1.4862  O3 1.453, O5 1.245, C6 1.575
5 O 4.0293 -4.3672 -2.3060  C4 1.245
6 C 4.6944 -5.6684 -0.2780  C4 1.575, F7 1.362, F8 1.344, F9 1.354
7 F 3.8256 -6.6702 -0.5869  C6 1.362
8 F 5.8571 -6.2638 0.0371  C6 1.344
9 F 4.1801 -5.0250 0.7969  C6 1.354
10 H 5.4698 -1.7680 -2.8542  C1 1.090
11 H 6.9882 -1.4112 -3.3318  C1 1.090
12 H 6.5552 -1.4710 -1.5325  C1 1.090
13 H 7.7981 -3.7947 -2.6422  C2 1.090
14 H 6.2897 -3.7612 -3.5397  C2 1.090
15 C -0.3658 -1.6436 7.8552  C16 1.482, H24 1.090, H25 1.090, H26 1.090
16 C -0.2620 -3.0633 7.4442  C15 1.482, O17 1.414, H27 1.090, H28 1.090
17 O -0.0049 -3.8071 8.6186  C16 1.414, C18 1.341
18 C 0.4576 -5.0631 8.5386  O17 1.341, O19 1.248, C20 1.578
19 O 0.6296 -5.6593 7.4558  C18 1.248
20 C 0.7043 -5.7305 9.9468  C18 1.578, F21 1.329, F22 1.351, F23 1.313
21 F 0.4572 -4.9841 11.0183  C20 1.329
22 F 0.1379 -6.9511 10.0673  C20 1.351
23 F 1.9805 -6.0395 9.9564  C20 1.313
24 H -0.4854 -0.9421 7.0295  C15 1.090
25 H 0.5650 -1.3545 8.3433  C15 1.090
26 H -1.1426 -1.4144 8.5846  C15 1.090
27 H 0.6128 -3.1437 6.7988  C16 1.090
28 H -1.1208 -3.4240 6.8781  C16 1.090
29 C -1.2562 -4.8155 -11.0891  O30 1.388, H37 1.090, H38 1.090, H39 1.090
30 O -1.4010 -4.4254 -9.7648  C29 1.388, P31 1.646
31 P -1.6833 -2.8419 -9.4171  O30 1.646, O32 1.479, O33 1.638, O35 1.664
32 O -2.6583 -2.1641 -10.2990  P31 1.479
33 O -2.1045 -2.9284 -7.8363  P31 1.638, C34 1.386
34 C -3.3079 -2.3491 -7.4670  O33 1.386, H40 1.090, H41 1.090, H42 1.090
35 O -0.1706 -2.1537 -9.3333  P31 1.664, C36 1.442
36 C -0.0392 -0.7219 -9.2251  O35 1.442, H43 1.090, H44 1.090, H45 1.090
37 H -1.5150 -4.0270 -11.7958  C29 1.090
38 H -1.9782 -5.5919 -11.3423  C29 1.090
39 H -0.2609 -5.2198 -11.2732  C29 1.090
40 H -3.1962 -1.4881 -6.8080  C34 1.090
41 H -3.7942 -3.1608 -6.9259  C34 1.090
42 H -3.9416 -2.0751 -8.3105  C34 1.090
43 H 1.0169 -0.5794 -8.9963  C36 1.090
44 H -0.5581 -0.3809 -8.3293  C36 1.090
45 H -0.1884 -0.0815 -10.0944  C36 1.090
46 C -0.9771 2.8744 2.2486  O47 1.388, H54 1.090, H55 1.090, H56 1.090
47 O -1.0069 2.1879 1.0423  C46 1.388, P48 1.644
48 P -1.0463 0.5463 1.1202  O47 1.644, O49 1.520, O50 1.640, O52 1.631
49 O -1.9876 -0.0165 2.1729  P48 1.520
50 O 0.5207 0.1211 1.3502  P48 1.640, C51 1.362
51 C 1.5729 0.7846 0.7946  O50 1.362, H57 1.090, H58 1.090, H59 1.090
52 O -1.3424 0.0251 -0.3969  P48 1.631, C53 1.464
53 C -1.2198 -1.3813 -0.7845  O52 1.464, H60 1.090, H61 1.090, H62 1.090
54 H -0.1548 3.5886 2.2912  C46 1.090
55 H -0.7344 2.2638 3.1183  C46 1.090
56 H -1.9285 3.3595 2.4668  C46 1.090
57 H 1.7478 1.6360 1.4524  C51 1.090
58 H 1.3763 1.2200 -0.1851  C51 1.090
59 H 2.5125 0.2320 0.7973  C51 1.090
60 H -0.8202 -1.3625 -1.7985  C53 1.090
61 H -2.2069 -1.8368 -0.7049  C53 1.090
62 H -0.5720 -1.8585 -0.0492  C53 1.090
63 C -2.3427 -7.2941 2.6451  O64 1.388, H71 1.090, H72 1.090, H73 1.090
64 O -3.0667 -7.0545 1.4857  C63 1.388, P65 1.604
65 P -4.6050 -7.4385 1.2410  O64 1.604, O66 1.495, O67 1.677, O69 1.648
66 O -5.1641 -6.9808 -0.0674  P65 1.495
67 O -5.3474 -6.6930 2.5468  P65 1.677, C68 1.455
68 C -5.1828 -5.2510 2.6440  O67 1.455, H74 1.090, H75 1.090, H76 1.090
69 O -4.7981 -9.0379 1.5869  P65 1.648, C70 1.454
70 C -5.9548 -9.6973 1.0025  O69 1.454, H77 1.090, H78 1.090, H79 1.090
71 H -2.9507 -7.7024 3.4524  C63 1.090
72 H -1.8556 -6.3606 2.9269  C63 1.090
73 H -1.4424 -7.8832 2.4705  C63 1.090
74 H -6.2354 -5.0220 2.8107  C68 1.090
75 H -4.9661 -4.6325 1.7730  C68 1.090
76 H -4.6049 -4.9727 3.5253  C68 1.090
77 H -6.1795 -10.6273 1.5246  C70 1.090
78 H -5.7042 -9.9484 -0.0282  C70 1.090
79 H -6.8834 -9.1274 1.0333  C70 1.090
80 C 6.1045 9.0228 -2.5071  O81 1.412, H88 1.090, H89 1.090, H90 1.090
81 O 5.4091 7.8352 -2.1916  C80 1.412, P82 1.679
82 P 3.9276 7.4258 -2.8666  O81 1.679, O83 1.456, O84 1.601, O86 1.624
83 O 3.4089 6.0914 -2.6025  P82 1.456
84 O 3.0154 8.6335 -2.3452  P82 1.601, C85 1.430
85 C 2.6390 8.6441 -0.9657  O84 1.430, H91 1.090, H92 1.090, H93 1.090
86 O 4.1603 7.7840 -4.4329  P82 1.624, C87 1.397
87 C 3.0797 7.9203 -5.3075  O86 1.397, H94 1.090, H95 1.090, H96 1.090
88 H 7.0141 8.8239 -3.0740  C80 1.090
89 H 6.4090 9.6014 -1.6350  C80 1.090
90 H 5.4844 9.6504 -3.1472  C80 1.090
91 H 3.0773 9.5757 -0.6077  C85 1.090
92 H 3.1252 7.8781 -0.3616  C85 1.090
93 H 1.5742 8.6605 -0.7334  C85 1.090
94 H 2.9805 8.9505 -5.6496  C87 1.090
95 H 2.1181 7.5068 -5.0034  C87 1.090
96 H 3.3562 7.3106 -6.1677  C87 1.090
97 C 7.8466 0.9904 6.9842  O98 1.426, H105 1.090, H106 1.090, H107 1.090
98 O 6.5089 1.2136 7.4248  C97 1.426, P99 1.592
99 P 5.5671 2.1036 6.5004  O98 1.592, O100 1.482, O101 1.612, O103 1.629
100 O 6.2080 3.3735 6.0857  P99 1.482
101 O 5.1474 1.1410 5.2775  P99 1.612, C102 1.424
102 C 4.9744 -0.2513 5.5236  O101 1.424, H108 1.090, H109 1.090, H110 1.090
103 O 4.1823 2.1050 7.3590  P99 1.629, C104 1.376
104 C 3.3169 3.1736 7.4121  O103 1.376, H111 1.090, H112 1.090, H113 1.090
105 H 8.0379 1.3666 5.9792  C97 1.090
106 H 8.1696 -0.0505 6.9693  C97 1.090
107 H 8.5045 1.5189 7.6740  C97 1.090
108 H 5.8161 -0.6682 4.9704  C102 1.090
109 H 4.1536 -0.6760 4.9457  C102 1.090
110 H 5.0339 -0.6108 6.5509  C102 1.090
111 H 3.6007 4.0281 6.7978  C104 1.090
112 H 3.1617 3.5599 8.4195  C104 1.090
113 H 2.3699 2.7490 7.0790  C104 1.090
114 C -6.7053 3.6872 -2.0910  O115 1.406, H122 1.090, H123 1.090, H124 1.090
115 O -6.7586 5.0714 -1.8495  C114 1.406, P116 1.652
116 P -7.9775 5.9151 -2.5789  O115 1.652, O117 1.470, O118 1.630, O120 1.614
117 O -9.3291 5.4264 -2.2685  P116 1.470
118 O -7.7084 7.4888 -2.2480  P116 1.630, C119 1.455
119 C -7.6835 7.9543 -0.8702  O118 1.455, H125 1.090, H126 1.090, H127 1.090
120 O -7.5292 5.7346 -4.1184  P116 1.614, C121 1.406
121 C -8.3800 6.0900 -5.1804  O120 1.406, H128 1.090, H129 1.090, H130 1.090
122 H -7.6247 3.2040 -2.4218  C114 1.090
123 H -6.5091 3.1270 -1.1768  C114 1.090
124 H -6.0419 3.2436 -2.8333  C114 1.090
125 H -7.0257 8.7932 -0.6427  C119 1.090
126 H -7.4807 7.1199 -0.1988  C119 1.090
127 H -8.6926 8.2785 -0.6159  C119 1.090
128 H -9.4604 6.0985 -5.0365  C121 1.090
129 H -8.2518 5.3393 -5.9603  C121 1.090
130 H -8.0282 7.0227 -5.6212  C121 1.090

Atomic partial charges in e from the Mulliken method, atoms 1 to 2: number 1, C, carries -1.08; number 2, C, carries -0.24